{
  "formula": "H12O6",
  "method": "the ωB97M-V functional and the def2-TZVPD basis",
  "total_charge": 1,
  "spin_multiplicity": 2,
  "e_lumo_ha": [-0.132, -0.400],
  "homo_lumo_gap_ev": [10.663, 3.362],
  "energy_ha": -458.251442,
  "symbols": ["O", "H", "H", "O", "H", "H", "O", "H", "H", "O", "H", "H", "O", "H", "H", "O", "H", "H"],
  "positions_angstrom": [[-12.771740, -13.715110, -21.822430], [-13.681660, -13.761690, -21.528980], [-12.302800, -14.319530, -21.247100], [-14.127410, -18.295990, -18.823730], [-13.990760, -18.324060, -17.876750], [-14.602640, -17.478700, -18.973500], [-12.195480, -15.444590, -19.882430], [-13.103460, -15.431490, -19.579720], [-11.998320, -16.372580, -20.009750], [-15.028050, -15.683130, -19.472490], [-15.394960, -15.230230, -20.231760], [-15.516810, -15.335600, -18.726450], [-16.677400, -15.299660, -17.257680], [-16.260930, -15.179910, -16.404190], [-16.793770, -16.246420, -17.337210], [-15.466660, -13.822340, -21.496720], [-16.090860, -14.311150, -22.033060], [-15.630520, -12.904660, -21.714090]],
  "forces_ev_per_angstrom": [[1.04, 1.34, -2.28], [-2.86, 0.05, 0.50], [1.75, -1.89, 2.34], [0.30, -0.16, -0.08], [0.11, -0.21, 0.27], [-0.27, 0.31, -0.25], [0.55, 0.98, -1.20], [-1.22, -0.24, 0.63], [0.27, -0.64, 0.03], [0.90, -0.21, -0.52], [-0.17, 0.09, -0.06], [-0.57, 0.34, 0.97], [0.26, 0.17, -0.45], [0.06, 0.16, 0.38], [-0.31, -0.41, 0.09], [0.74, 0.10, 0.01], [-0.25, -0.31, -0.44], [-0.35, 0.54, 0.07]],
  "lowdin_charge": [0.466, 0.067, 0.074, -0.047, 0.037, -0.030, 0.042, 0.022, 0.093, -0.046, 0.019, 0.019, -0.023, 0.064, 0.057, -0.009, 0.099, 0.095]
}

=====

{
  "formula": "C4H7F",
  "method": "the ωB97M-V functional and the def2-TZVPD basis",
  "total_charge": 0,
  "e_lumo_ha": [0.016, 0.004],
  "homo_lumo_gap_ev": [9.449, 8.621],
  "energy_ha": -256.279262,
  "symbols": ["C", "C", "C", "C", "F", "H", "H", "H", "H", "H", "H", "H"],
  "positions_angstrom": [[1.909302, -0.986640, 1.203441], [0.672920, -1.012557, 0.729382], [-1.604663, 0.481140, -0.822959], [-0.199908, 1.003396, -0.661271], [-0.228711, -1.941175, 0.861152], [2.387158, -1.729546, 1.706994], [2.470959, -0.108198, 0.889091], [-2.104416, 0.196762, 0.138280], [-1.677158, -0.308367, -1.434857], [-2.262653, 1.432443, -1.152968], [0.176833, 1.793075, 0.089557], [0.460337, 1.179667, -1.545842]],
  "forces_ev_per_angstrom": [[-1.58, 2.44, -2.12], [0.72, 2.28, -1.10], [-1.01, 5.46, 3.08], [1.97, -0.29, 1.53], [-0.60, -0.60, 0.13], [1.06, -2.13, 1.52], [0.00, -0.25, 0.30], [0.78, 0.24, -0.60], [-0.25, -2.58, -2.62], [1.17, -2.18, 0.16], [-1.46, -1.48, -0.75], [-0.80, -0.91, 0.48]],
  "lowdin_charge": [-0.013, -0.197, -0.194, -0.041, 0.049, 0.013, 0.047, 0.078, 0.010, 0.120, 0.074, 0.054]
}

=====

{
  "formula": "C10H13N2",
  "method": "the ωB97M-V functional and the def2-TZVPD basis",
  "total_charge": 1,
  "e_lumo_ha": [-0.207, -0.205],
  "homo_lumo_gap_ev": [6.108, 6.551],
  "energy_ha": -497.939171,
  "symbols": ["C", "C", "C", "C", "C", "C", "C", "C", "C", "C", "N", "N", "H", "H", "H", "H", "H", "H", "H", "H", "H", "H", "H", "H", "H"],
  "positions_angstrom": [[-3.873211, -0.015033, -0.528289], [-3.415579, 1.236465, -0.243615], [-3.026153, -1.171156, -0.336294], [-2.184699, 1.415179, 0.351607], [-1.909591, -1.019115, 0.279655], [-1.423088, 0.279874, 0.700900], [0.790433, -0.602121, 1.747118], [-0.162560, 0.449055, 1.343283], [1.390037, -0.719036, 0.385569], [2.763244, -0.156585, -1.456153], [2.766900, 1.035342, 0.707289], [2.329654, 0.086690, -0.024980], [-4.921432, -0.284540, -0.821552], [-4.081169, 2.110251, -0.437153], [-3.341357, -2.150872, -0.746789], [-1.850202, 2.298973, 0.840373], [-1.081518, -1.822030, 0.278688], [1.387869, -0.224981, 2.531104], [0.302336, -1.680815, 2.061797], [0.302714, 1.366628, 1.188448], [0.978695, -1.579859, -0.357545], [2.722272, -1.141594, -1.746506], [3.829739, 0.315410, -1.614502], [2.143023, 0.305742, -2.131236], [3.374162, 1.643990, 0.175942]],
  "forces_ev_per_angstrom": [[-0.73, -2.48, -0.04], [-1.47, 1.74, -0.34], [-4.59, -0.18, -2.40], [0.68, -1.48, 1.19], [6.70, -0.11, 1.98], [-0.34, -0.46, -0.20], [-2.45, -3.20, 0.73], [-0.77, -2.40, -2.04], [-2.36, -2.94, -0.84], [3.72, 2.69, 1.58], [-0.20, 0.20, 0.23], [0.77, 0.39, -1.90], [1.12, 0.94, -0.09], [0.68, -0.78, 0.26], [0.13, 0.77, 0.42], [-0.03, 1.13, -0.41], [-1.89, 0.89, 0.37], [1.22, 0.08, 0.65], [1.13, 2.95, -0.71], [0.55, 1.92, 0.37], [1.27, 2.50, 1.95], [0.32, -2.50, 0.10], [-2.06, -1.20, 0.52], [-1.79, 1.67, -1.14], [0.40, -0.16, -0.25]],
  "lowdin_charge": [-0.006, -0.060, -0.071, 0.017, -0.052, -0.186, -0.149, 0.080, -0.125, 0.046, 0.153, -0.263, 0.141, 0.138, 0.138, 0.122, 0.133, 0.103, 0.187, 0.108, 0.190, 0.061, 0.151, 0.068, 0.075]
}

=====

{
  "formula": "CH8NO2",
  "method": "the ωB97M-V functional and the def2-TZVPD basis",
  "total_charge": 1,
  "e_lumo_ha": -0.196,
  "homo_lumo_gap_ev": 10.290,
  "energy_ha": -247.846092,
  "symbols": ["C", "N", "H", "H", "H", "H", "H", "H", "O", "H", "H", "O"],
  "positions_angstrom": [[1.112163, -0.364715, -1.034777], [0.314985, 0.642396, -0.915313], [1.909323, -0.214087, -1.761285], [0.945170, -1.199095, -0.346454], [-0.008561, 1.021426, 0.003840], [0.066939, 1.208842, -1.721044], [-1.444086, 2.049142, 1.413359], [-0.276278, 3.075206, 1.376634], [-0.613806, 2.259377, 0.966542], [-1.098805, -3.115885, 0.086494], [-0.368925, -2.899605, 1.387511], [-0.538118, -2.463002, 0.544492]],
  "forces_ev_per_angstrom": [[-0.46, 1.25, 0.37], [0.23, -0.49, -0.01], [-0.53, -1.17, -0.70], [0.84, 0.25, 0.28], [-1.02, -0.56, -0.22], [0.95, 0.66, 0.15], [0.08, 0.14, 0.03], [-0.15, -0.45, -0.19], [-0.03, 0.29, 0.32], [0.26, 0.46, 0.08], [0.11, 0.14, 0.09], [-0.29, -0.52, -0.20]],
  "lowdin_charge": [0.170, 0.169, 0.128, 0.089, 0.091, 0.152, 0.083, 0.094, -0.036, 0.068, 0.057, -0.064]
}